Record 1
DFT (ωB97M-V/def2-TZVPD) results for 14 unconnected molecules or ions with the total composition C48H84N4O16S6.

Maximum force (hartree/bohr): 0.050
DFT total energy (hartree): -5691.1799
Total charge: 0
Gap between HOMO and LUMO (eV): 9.42
HOMO level (hartree): -0.34902
LUMO energy (eV): -0.08

```
158
C48H84N4O16S6 ωB97M-V/def2-TZVPD
N -1.537 -4.537 -0.105
C -1.694 -5.787 0.327
C -0.859 -6.342 1.259
C 0.041 -5.500 1.954
C 0.214 -4.199 1.473
C -0.530 -3.794 0.393
H -2.476 -6.395 -0.177
H -0.981 -7.357 1.609
H 0.566 -5.907 2.800
H 1.047 -3.578 1.811
H -0.378 -2.830 -0.028
N 1.464 -0.905 -0.504
C 0.427 -0.626 -1.310
C -0.841 -0.249 -0.873
C -1.010 -0.205 0.481
C 0.074 -0.463 1.364
C 1.296 -0.818 0.799
H 0.547 -0.717 -2.368
H -1.649 -0.087 -1.618
H -1.954 0.058 0.942
H -0.026 -0.347 2.452
H 2.131 -1.062 1.471
N 1.148 4.173 2.551
C -0.011 4.224 3.179
C -1.189 3.731 2.645
C -1.147 3.151 1.423
C 0.061 3.009 0.762
C 1.169 3.589 1.366
H -0.013 4.657 4.183
H -2.092 3.731 3.243
H -2.053 2.711 1.001
H 0.094 2.584 -0.241
H 2.115 3.575 0.858
N -1.699 1.778 5.414
C -1.831 1.495 6.706
C -1.942 0.234 7.161
C -1.841 -0.879 6.286
C -1.774 -0.624 4.944
C -1.677 0.711 4.592
H -1.963 2.371 7.366
H -2.028 0.131 8.210
H -1.889 -1.910 6.624
H -1.890 -1.468 4.264
H -1.589 0.967 3.548
C -0.442 -1.767 -4.984
O -1.166 -0.946 -4.096
H 0.038 -2.556 -4.424
H -1.150 -2.045 -5.791
H 0.288 -1.068 -5.449
H -1.770 -1.468 -3.541
C -2.051 -4.094 -3.205
O -2.500 -3.164 -2.282
H -2.490 -5.086 -3.116
H -2.154 -3.790 -4.275
H -1.012 -4.317 -3.111
H -2.453 -3.686 -1.476
C 4.265 -2.499 3.348
O 5.312 -2.078 2.373
H 3.550 -1.656 3.464
H 3.686 -3.345 2.953
H 4.765 -2.748 4.257
H 5.251 -2.728 1.663
C 1.537 0.258 4.473
O 1.135 -1.065 4.264
H 2.637 0.235 4.708
H 1.345 0.891 3.613
H 1.046 0.708 5.365
H 0.523 -1.346 4.947
C -4.355 1.108 -1.790
C -4.051 2.259 -0.813
C -4.773 3.554 -1.334
S -6.292 2.880 -1.960
O -6.898 3.770 -2.950
O -7.067 2.238 -0.918
C -5.388 1.587 -2.807
H -4.622 0.143 -1.276
H -3.422 0.855 -2.308
H -2.998 2.397 -0.665
H -4.526 2.146 0.150
H -4.315 3.923 -2.245
H -4.887 4.351 -0.636
H -5.012 1.965 -3.751
H -6.154 0.841 -3.031
C 3.398 1.060 -3.434
C 3.839 -0.134 -4.327
C 4.136 0.405 -5.726
S 4.226 2.174 -5.553
O 2.905 2.667 -5.907
O 5.437 2.647 -6.187
C 4.352 2.192 -3.763
H 3.351 0.893 -2.321
H 2.375 1.396 -3.689
H 3.077 -0.956 -4.408
H 4.745 -0.589 -3.904
H 3.371 0.224 -6.455
H 5.142 0.173 -6.071
H 4.000 3.152 -3.406
H 5.418 2.101 -3.495
C -6.427 0.321 4.548
C -7.082 1.018 3.365
C -6.327 0.591 2.102
S -4.609 0.599 2.674
O -3.988 1.909 2.423
O -3.933 -0.607 2.230
C -4.935 0.555 4.428
H -6.642 -0.760 4.613
H -6.770 0.815 5.440
H -7.027 2.108 3.488
H -8.121 0.751 3.319
H -6.371 1.267 1.248
H -6.452 -0.433 1.854
H -4.670 1.513 4.787
H -4.270 -0.162 4.855
C 5.565 1.377 2.489
C 4.826 0.742 1.291
C 4.730 1.730 0.142
S 5.293 3.285 0.789
O 4.408 4.358 0.434
O 6.713 3.376 0.506
C 5.194 2.848 2.505
H 6.620 1.243 2.431
H 5.230 0.759 3.356
H 3.804 0.468 1.571
H 5.217 -0.202 0.937
H 3.762 1.889 -0.299
H 5.352 1.379 -0.684
H 4.129 3.070 2.856
H 5.886 3.391 3.080
C -0.572 2.230 -4.576
C -0.278 2.442 -3.103
C -1.248 3.489 -2.601
S -1.455 4.592 -4.053
O -0.932 5.881 -3.789
O -2.853 4.501 -4.488
C -0.515 3.671 -5.227
H -1.531 1.717 -4.667
H 0.184 1.615 -5.063
H 0.781 2.660 -2.911
H -0.449 1.476 -2.676
H -0.870 4.053 -1.803
H -2.159 2.996 -2.373
H 0.534 3.921 -5.215
H -0.952 3.903 -6.190
C 2.106 -4.706 -1.783
C 3.286 -3.834 -2.118
C 4.117 -3.765 -0.888
S 3.957 -5.321 0.000
O 3.593 -5.055 1.370
O 5.108 -6.195 -0.257
C 2.543 -5.953 -0.994
H 1.558 -5.060 -2.654
H 1.398 -4.209 -1.148
H 3.046 -2.744 -2.270
H 3.860 -4.269 -2.966
H 3.748 -3.014 -0.223
H 5.166 -3.529 -1.119
H 1.756 -6.273 -0.333
H 2.941 -6.770 -1.597
```

=====

Record 2
DFT (ωB97M-V/def2-TZVPD) results for 13 unconnected molecules or ions with the total composition C48H85O42P3.

Maximum force (hartree/bohr): 0.116
DFT total energy (hartree): -6064.4175
Total charge: 0
Relative energy (zero: lowest compared OMol25 entry of this formula, charge and spin) (eV): 0.000
Gap between HOMO and LUMO (eV): 7.20
HOMO level (hartree): -0.36699
LUMO energy (eV): -2.79

```
178
C48H85O42P3 ωB97M-V/def2-TZVPD
C -5.209 3.709 -1.520
C -3.734 3.566 -1.478
O -3.460 3.248 -2.807
C -4.500 2.876 -3.464
O -4.471 2.542 -4.664
O -5.562 3.042 -2.759
H -5.523 4.752 -1.543
H -5.638 3.149 -0.689
H -3.409 2.852 -0.721
H -3.237 4.521 -1.307
C 2.363 -3.859 1.435
C 2.502 -3.210 2.747
O 3.439 -2.208 2.447
C 4.033 -2.413 1.310
O 5.010 -1.725 0.925
O 3.401 -3.387 0.689
H 1.362 -3.703 1.032
H 2.324 -4.935 1.602
H 2.803 -3.910 3.527
H 1.511 -2.828 2.992
C -0.972 0.019 -0.160
C 0.065 0.130 0.981
O 1.189 -0.438 0.412
C 0.838 -1.087 -0.705
O 1.585 -1.837 -1.269
O -0.408 -0.756 -1.190
H -1.157 1.062 -0.416
H -1.901 -0.334 0.288
H -0.255 -0.495 1.814
H 0.285 1.137 1.334
C -2.298 -3.828 -1.210
C -2.789 -5.203 -0.843
O -1.673 -5.988 -0.740
C -0.564 -5.176 -0.699
O 0.568 -5.541 -0.497
O -0.948 -3.884 -0.814
H -2.704 -3.013 -0.610
H -2.348 -3.598 -2.275
H -3.450 -5.557 -1.635
H -3.414 -5.169 0.049
C -4.203 3.874 3.676
C -4.660 4.278 2.272
O -3.519 3.972 1.515
C -2.719 3.100 2.140
O -1.729 2.596 1.634
O -3.220 2.868 3.312
H -5.001 3.421 4.264
H -3.922 4.687 4.345
H -4.865 5.349 2.268
H -5.512 3.632 2.061
C -2.329 -5.064 3.294
C -0.947 -4.892 2.766
O -0.908 -3.579 2.477
C -2.078 -2.977 2.709
O -2.443 -1.859 2.378
O -2.890 -3.789 3.382
H -2.545 -5.547 4.247
H -2.884 -5.688 2.593
H -0.875 -5.525 1.881
H -0.130 -5.225 3.406
C -4.839 0.123 0.845
C -5.509 -1.217 0.938
O -5.035 -1.911 -0.209
C -4.367 -1.076 -1.021
O -3.971 -1.405 -2.152
O -4.398 0.202 -0.493
H -4.022 0.230 1.559
H -5.539 0.942 1.010
H -6.593 -1.159 0.846
H -5.332 -1.699 1.899
C -1.226 1.261 -4.001
C -0.853 2.432 -4.821
O -0.296 1.882 -5.978
C -0.606 0.575 -6.082
O -0.475 -0.097 -7.097
O -1.189 0.142 -4.919
H -2.249 1.416 -3.658
H -0.554 1.212 -3.143
H -0.192 3.139 -4.321
H -1.708 3.058 -5.075
C 3.501 0.026 4.825
C 2.324 0.507 3.994
O 1.329 -0.337 4.507
C 1.657 -0.754 5.696
O 0.930 -1.360 6.484
O 2.949 -0.576 5.940
H 3.909 0.973 5.178
H 4.133 -0.646 4.246
H 2.367 0.485 2.905
H 2.050 1.538 4.221
C 1.192 -3.943 -3.692
C 0.635 -2.598 -4.133
O 0.815 -2.680 -5.548
C 1.704 -3.647 -5.872
O 2.075 -3.920 -6.994
O 2.118 -4.195 -4.714
H 0.655 -4.889 -3.626
H 1.675 -3.873 -2.717
H 1.141 -1.717 -3.736
H -0.437 -2.535 -3.947
C -1.970 -0.233 5.046
C -2.997 0.692 5.583
O -3.764 0.110 6.654
P -4.652 -1.255 6.453
O -5.639 -1.508 7.590
O -5.313 -1.043 4.960
C -6.694 -1.570 4.757
C -6.590 -3.148 4.674
O -3.652 -2.459 6.171
C -2.882 -2.964 7.212
C -1.827 -3.865 6.621
H -1.338 -0.541 5.879
H -2.426 -1.079 4.533
H -1.350 0.189 4.255
H -2.577 1.626 5.957
H -3.662 0.932 4.754
H -7.335 -1.289 5.593
H -7.000 -1.074 3.836
H -6.435 -3.584 5.661
H -7.469 -3.528 4.152
H -5.761 -3.538 4.082
H -2.363 -2.173 7.754
H -3.591 -3.406 7.912
H -1.270 -4.369 7.412
H -2.211 -4.574 5.888
H -1.066 -3.316 6.067
C 2.425 6.668 -2.664
C 2.128 5.183 -2.809
O 2.247 4.499 -1.534
P 0.983 3.485 -1.176
O -0.382 4.052 -1.354
O 1.276 2.125 -1.991
C 2.630 1.738 -2.314
C 3.586 1.560 -1.106
O 1.377 3.128 0.381
C 1.484 4.255 1.274
C 2.910 4.395 1.843
H 3.337 6.888 -2.109
H 2.432 7.066 -3.679
H 1.603 7.113 -2.103
H 1.112 5.138 -3.202
H 2.809 4.596 -3.427
H 2.462 0.763 -2.773
H 3.052 2.365 -3.099
H 4.544 1.252 -1.525
H 3.838 2.422 -0.488
H 3.226 0.746 -0.477
H 1.191 5.248 0.933
H 0.845 3.997 2.118
H 2.967 5.179 2.598
H 3.394 3.518 2.273
H 3.595 4.836 1.119
C 4.476 -1.855 -2.983
C 5.450 -1.677 -4.103
O 5.245 -0.295 -4.603
P 6.324 0.928 -4.306
O 6.886 0.965 -2.937
O 5.501 2.253 -4.865
C 5.065 2.367 -6.227
C 3.573 2.581 -6.164
O 7.440 0.717 -5.486
C 8.739 1.359 -5.493
C 8.637 2.847 -5.296
H 4.901 -1.214 -2.211
H 3.483 -1.410 -3.036
H 4.384 -2.826 -2.495
H 6.428 -1.814 -3.641
H 5.262 -2.499 -4.793
H 5.663 3.028 -6.855
H 5.298 1.427 -6.727
H 3.321 3.409 -5.502
H 3.091 2.722 -7.132
H 3.112 1.674 -5.775
H 9.426 1.010 -4.721
H 9.253 1.196 -6.440
H 8.002 3.169 -4.471
H 9.588 3.327 -5.067
H 8.174 3.301 -6.172
```